No. 1
This record from the OMol25 dataset describes a molecular structure, C6H12O12S3Ti at a distorted geometry. The level of theory is ωB97M-V with the def2-TZVPD basis set.

Energy above the lowest of the compared OMol25 structures with the same formula, charge and spin, eV: 0.073
Orbital gap (spin up / spin down), eV: 7.029 / 11.763
HOMO (spin up / spin down), eV: -9.4 / -14.4
Calculated total energy, eV: -86596.427

Geometry as ORCA input:
```
! RIJCOSX wB97M-V def2-TZVPD def2/J DEFGRID3
* xyz 1 4
Ti -11.697 19.028 -16.877
C -14.732 23.721 -15.185
C -13.468 24.392 -15.685
O -13.313 23.836 -16.997
S -13.843 22.363 -17.056
O -12.791 21.427 -16.911
O -14.691 22.279 -18.151
O -14.634 22.399 -15.692
H -15.643 24.234 -15.502
H -14.774 23.711 -14.097
H -12.626 24.155 -15.029
H -13.506 25.469 -15.803
C -13.817 15.225 -14.943
C -13.832 15.452 -16.454
O -12.522 16.053 -16.727
S -11.631 15.979 -15.437
O -10.814 17.133 -15.428
O -11.043 14.725 -15.310
O -12.822 16.128 -14.415
H -13.504 14.212 -14.671
H -14.789 15.291 -14.460
H -14.560 16.180 -16.788
H -13.845 14.504 -16.982
C -15.584 19.056 -13.179
C -15.941 17.576 -13.537
O -15.481 17.359 -14.877
S -15.027 18.728 -15.519
O -16.128 19.383 -16.093
O -13.882 18.478 -16.308
O -14.582 19.413 -14.180
H -15.103 19.070 -12.209
H -16.405 19.767 -13.229
H -16.999 17.368 -13.406
H -15.393 16.937 -12.848
*
```


No. 2
This record from the OMol25 dataset describes a single C5H11N molecule at a distorted geometry. The level of theory is ωB97M-V with the def2-TZVPD basis set.

Energy above the lowest of the compared OMol25 structures with the same formula, charge and spin, eV: 2.285
Orbital gap, eV: 8.224
HOMO, eV: -7.1
Structure (SMILES): CC/C=C(/C)N
Calculated total energy, eV: -6851.243

Geometry as ORCA input:
```
! RIJCOSX wB97M-V def2-TZVPD def2/J DEFGRID3
* xyz 0 1
C 2.568 -0.229 -0.417
C 1.138 -0.536 -0.492
C 0.207 0.332 0.271
C -1.149 0.163 0.182
C -2.105 0.544 1.315
N -1.692 -0.285 -0.985
H 3.106 -0.268 0.547
H 3.144 -1.060 -1.088
H 3.017 0.642 -0.891
H 1.011 -1.585 -0.076
H 0.703 -0.322 -1.479
H 0.708 1.176 0.804
H -2.606 1.565 1.379
H -2.836 -0.245 1.576
H -1.588 0.617 2.275
H -2.638 -0.014 -1.283
H -0.989 -0.495 -1.637
*
```


No. 3
This record from the OMol25 dataset describes a molecular structure, C29H43AsGeIrN9O7S2Si3 at a distorted geometry. The level of theory is ωB97M-V with the def2-TZVPD basis set.

Energy above the lowest of the compared OMol25 structures with the same formula, charge and spin, eV: 1.247
Orbital gap (spin up / spin down), eV: 7.074 / 7.414
HOMO (spin up / spin down), eV: -4.9 / -5.2
Calculated total energy, eV: -224014.051

Geometry as ORCA input:
```
! RIJCOSX wB97M-V def2-TZVPD def2/J DEFGRID3
* xyz -1 2
Ir -0.337 -2.249 -0.826
N -1.793 -1.672 -3.818
C -2.086 -2.868 -3.211
N -2.848 -3.809 -3.739
N -2.833 -4.794 -2.824
N -2.109 -4.456 -1.814
N -1.623 -3.220 -2.026
C -0.993 -0.699 -3.314
N -0.862 0.475 -3.933
N -0.081 1.184 -3.159
N 0.243 0.499 -2.103
N -0.278 -0.742 -2.184
H -2.161 -1.521 -4.742
O -0.404 -4.415 0.299
As 1.333 -4.687 -0.111
O 1.807 -6.224 -0.363
O 1.475 -3.561 -1.326
C 2.090 -4.155 1.622
C 2.904 -5.153 2.152
C 3.544 -4.992 3.373
C 3.380 -3.819 4.090
C 2.565 -2.816 3.585
C 1.923 -2.979 2.365
S 0.809 -1.669 1.877
O 1.053 -0.589 2.807
O -0.528 -2.220 1.894
O 1.185 -1.351 0.453
H -0.995 -4.825 -0.374
H 3.023 -6.062 1.577
H 4.172 -5.786 3.758
H 3.877 -3.681 5.043
H 2.413 -1.895 4.129
O -1.614 0.430 0.166
S -3.070 0.735 0.229
C -3.427 0.841 1.987
C -2.465 0.381 2.874
C -2.714 0.482 4.235
C -3.900 1.044 4.691
C -4.847 1.512 3.789
C -4.609 1.416 2.426
C -3.895 -0.812 -0.126
C -4.956 -0.809 -1.017
C -5.516 -2.022 -1.400
C -5.001 -3.208 -0.899
C -3.933 -3.194 -0.008
C -3.369 -1.992 0.384
H -1.542 -0.043 2.495
H -1.975 0.121 4.939
H -4.084 1.124 5.755
H -5.766 1.957 4.147
H -5.335 1.785 1.710
H -5.315 0.125 -1.432
H -6.331 -2.040 -2.112
H -5.409 -4.154 -1.231
H -3.511 -4.122 0.351
H -2.504 -1.970 1.038
C 4.745 1.103 -1.803
Si 3.183 1.816 -2.580
C 3.515 3.568 -3.183
C 2.830 0.732 -4.070
Ge 1.338 1.770 -0.991
Si -0.258 3.606 -1.042
C -1.019 3.750 0.682
C -1.699 3.508 -2.238
C 0.653 5.203 -1.464
Si 2.393 1.829 1.138
C 3.285 3.453 0.720
C 3.703 0.531 1.482
C 1.378 2.297 2.646
H 5.459 0.882 -2.602
H 4.533 0.166 -1.286
H 5.235 1.777 -1.099
H 4.424 3.578 -3.791
H 3.637 4.291 -2.375
H 2.687 3.901 -3.814
H 3.721 0.734 -4.705
H 1.989 1.095 -4.661
H 2.632 -0.302 -3.779
H -0.968 2.810 1.230
H -2.076 4.016 0.590
H -0.536 4.525 1.282
H -2.361 2.671 -2.011
H -1.385 3.426 -3.277
H -2.268 4.434 -2.112
H 1.548 5.378 -0.867
H -0.031 6.041 -1.296
H 0.941 5.214 -2.517
H 3.956 3.400 -0.138
H 3.898 3.677 1.600
H 2.603 4.294 0.582
H 4.698 0.958 1.329
H 3.602 -0.343 0.843
H 3.622 0.198 2.516
H 1.109 3.354 2.618
H 2.020 2.132 3.517
H 0.488 1.692 2.777
*
```